No. 1
Below is 4 unconnected molecules or ions with the total composition C36H59N2O16PS at a distorted geometry, with properties calculated with ωB97M-V with the def2-TZVPD basis set.

## Properties
SMILES string   O=NOc1c2c(c(-c3ccccc3)c(CCCCO)c1P(O)(O)=S)C(=O)NC2=O.COCCOCCOC.COCCOCCOC.COCCOCCOC
E_LUMO   -2.23 eV
Charge   0
Calculated total energy   -3459.0065 a.u.
F_max   9.049 eV/Å
HOMO energy   -8.97 eV
Frontier orbital gap   6.734 eV

```
115
C36H59N2O16PS, DFT ωB97M-V with the def2-TZVPD basis set
O 4.391 -7.214 2.064
N 4.395 -5.978 2.089
O 4.460 -5.620 0.766
C 3.066 -5.300 0.341
C 2.468 -3.856 0.852
C 0.949 -3.378 0.461
C 0.025 -4.400 -0.428
C -1.516 -3.880 -0.816
C -1.723 -3.204 -2.307
C -3.190 -2.689 -2.846
C -4.476 -2.902 -1.810
C -4.273 -3.560 -0.289
C -2.783 -4.079 0.251
C 0.563 -5.896 -0.946
C -0.456 -6.901 -1.812
C -1.782 -7.272 -0.863
C -1.988 -8.883 -0.636
C -2.655 -9.228 0.859
O -3.355 -8.082 1.460
C 2.130 -6.344 -0.572
P 2.848 -8.046 -1.189
O 2.132 -9.416 -0.337
O 4.591 -8.178 -0.872
S 2.695 -8.228 -3.160
C 0.663 -1.902 1.114
O -0.376 -1.065 1.015
N 1.924 -1.700 1.977
C 3.109 -2.657 1.769
O 4.330 -2.455 2.270
H -0.790 -3.105 -3.016
H -3.296 -2.213 -3.929
H -5.538 -2.561 -2.217
H -5.173 -3.731 0.467
H -2.636 -4.561 1.311
H 0.033 -7.931 -2.075
H -0.910 -6.346 -2.764
H -2.785 -6.833 -1.338
H -1.612 -6.658 0.138
H -2.823 -9.230 -1.415
H -1.027 -9.530 -0.859
H -3.462 -10.105 0.786
H -1.802 -9.620 1.585
H -4.207 -7.856 0.974
H 1.991 -10.136 -1.022
H 5.018 -7.533 -1.536
H 1.647 -1.648 2.998
C 1.962 2.727 -6.785
O 1.090 2.589 -5.675
C -0.199 3.153 -5.915
C -1.273 2.393 -5.130
O -1.617 1.124 -5.700
C -0.624 0.092 -5.588
C -0.453 -0.448 -4.164
O 0.275 0.479 -3.359
C -0.132 0.461 -2.000
H 2.206 3.781 -6.947
H 2.882 2.177 -6.568
H 1.513 2.297 -7.686
H -0.446 3.128 -6.983
H -0.168 4.195 -5.581
H -2.195 2.985 -5.165
H -1.011 2.293 -4.076
H 0.326 0.411 -6.021
H -0.990 -0.728 -6.215
H 0.121 -1.381 -4.191
H -1.444 -0.651 -3.733
H -1.211 0.623 -1.916
H 0.378 1.276 -1.480
H 0.145 -0.490 -1.536
C 3.786 7.832 0.802
O 3.456 6.618 0.147
C 3.745 5.468 0.943
C 2.770 4.331 0.619
O 1.465 4.512 1.183
C 0.658 5.543 0.591
C 0.147 5.197 -0.812
O 1.194 5.323 -1.774
C 1.075 4.394 -2.838
H 4.870 7.914 0.927
H 3.435 8.661 0.181
H 3.284 7.897 1.772
H 3.684 5.705 2.012
H 4.767 5.154 0.706
H 3.159 3.416 1.079
H 2.712 4.138 -0.452
H 1.172 6.505 0.613
H -0.212 5.641 1.249
H -0.646 5.897 -1.097
H -0.262 4.177 -0.806
H 1.010 3.370 -2.454
H 1.971 4.469 -3.460
H 0.196 4.625 -3.446
C 1.325 4.756 4.637
O 0.195 4.951 5.472
C -0.524 6.143 5.154
C -2.014 5.973 5.470
O -2.721 5.178 4.511
C -2.428 3.771 4.519
C -2.988 3.031 5.739
O -2.201 3.305 6.898
C -2.968 3.318 8.091
H 2.076 5.527 4.828
H 1.752 3.776 4.865
H 1.032 4.762 3.582
H -0.406 6.403 4.095
H -0.108 6.950 5.767
H -2.481 6.964 5.423
H -2.175 5.604 6.483
H -1.360 3.590 4.386
H -2.923 3.369 3.629
H -2.949 1.951 5.564
H -4.034 3.331 5.895
H -3.805 4.018 8.006
H -2.324 3.654 8.908
H -3.336 2.313 8.314
```

No. 2
Below is 3 unconnected molecules or ions with the total composition C6H15N2 at a distorted geometry, with properties calculated with ωB97M-V with the def2-TZVPD basis set.

## Properties
E_LUMO   -7.38 eV
Charge   +1
Calculated total energy   -346.6467 a.u.
F_max   4.533 eV/Å
Energy above the lowest of the compared OMol25 structures with the same formula, charge and spin   698.2 kJ/mol
HOMO energy   -11.80 eV
Frontier orbital gap   4.424 eV

```
23
C6H15N2, DFT ωB97M-V with the def2-TZVPD basis set
N -0.385 3.369 -1.262
C 5.350 0.058 -0.277
C 6.566 -0.163 0.233
N -2.162 0.433 -0.123
C -1.884 -0.160 1.149
C -2.734 -1.402 1.433
C -2.890 -2.006 0.022
C -2.918 -0.687 -0.778
H -0.813 2.544 -0.985
H -0.259 3.977 -0.485
H -1.026 3.920 -1.837
H 5.159 0.982 -0.760
H 4.602 -0.718 -0.357
H 6.802 -1.113 0.665
H 7.353 0.685 0.266
H -1.208 -0.498 0.307
H -1.527 0.386 1.948
H -3.728 -1.011 1.980
H -2.173 -2.130 2.027
H -1.873 -2.487 -0.383
H -3.752 -2.736 -0.002
H -2.548 -0.753 -1.819
H -3.952 -0.492 -0.957
```

No. 3
Below is a gas-phase ion, C7H11BrNO (charge +1) at a distorted geometry, with properties calculated with ωB97M-V with the def2-TZVPD basis set.

## Properties
SMILES string   C\C([NH3+])=C/C=C\C=C(\O)Br
E_LUMO (alpha / beta)   -4.29 / -4.29 eV
Charge   +1
Calculated total energy   -2976.9771 a.u.
F_max   3.134 eV/Å
Energy above the lowest of the compared OMol25 structures with the same formula, charge and spin   211.1 kJ/mol
HOMO energy (alpha / beta)   -11.89 / -11.88 eV
Frontier orbital gap (alpha / beta)   7.597 / 7.590 eV

```
21
C7H11BrNO, DFT ωB97M-V with the def2-TZVPD basis set
C -1.356 -0.877 0.554
C -0.233 -0.528 -0.361
N 0.425 -1.706 -0.957
C -0.392 0.604 -1.292
C 0.152 1.822 -1.168
C 0.807 2.354 0.006
C 1.389 1.671 1.005
C 1.711 0.267 0.935
O 1.775 -0.519 2.013
Br 3.092 -0.219 -0.360
H -1.017 -1.548 1.343
H -2.181 -1.363 0.026
H -1.748 0.024 1.017
H 1.432 -1.480 -1.157
H -0.021 -1.998 -1.838
H 0.401 -2.490 -0.292
H -1.108 0.453 -2.096
H -0.074 2.554 -1.931
H 0.686 3.422 0.130
H 1.647 2.183 1.928
H 1.626 -0.043 2.844
```

No. 4
Below is 2 unconnected molecules or ions with the total composition CH3OS at a distorted geometry, with properties calculated with ωB97M-V with the def2-TZVPD basis set.

## Properties
E_LUMO   4.15 eV
Charge   -1
Calculated total energy   -513.3294 a.u.
F_max   3.152 eV/Å
Energy above the lowest of the compared OMol25 structures with the same formula, charge and spin   22.5 kJ/mol
HOMO energy   -2.73 eV
Frontier orbital gap   6.876 eV

```
6
CH3OS, DFT ωB97M-V with the def2-TZVPD basis set
S 1.843 -0.152 -1.129
H 3.014 0.551 -0.959
O -2.098 0.730 0.482
C -1.203 -0.043 0.573
H -0.142 0.077 0.461
H -1.415 -1.163 0.572
```

No. 5
Below is a single C5H10N4O molecule at a distorted geometry, with properties calculated with ωB97M-V with the def2-TZVPD basis set.

## Properties
SMILES string   CC(C)(C=O)[C@H]1N=NNN1
E_LUMO   0.70 eV
Charge   0
Calculated total energy   -490.6330 a.u.
F_max   4.490 eV/Å
Energy above the lowest of the compared OMol25 structures with the same formula, charge and spin   444.7 kJ/mol
HOMO energy   -8.26 eV
Frontier orbital gap   8.963 eV

```
20
C5H10N4O, DFT ωB97M-V with the def2-TZVPD basis set
C 1.010 1.206 0.601
C -0.354 0.774 0.059
C -1.554 1.032 0.898
C -0.630 1.241 -1.320
O -1.713 1.321 -1.869
C -0.319 -1.008 -0.490
N 0.633 -1.017 -1.591
N 1.565 -1.799 -1.346
N 1.500 -2.292 -0.129
N 0.221 -1.901 0.450
H 0.878 1.449 1.744
H 1.484 1.982 0.063
H 1.819 0.363 0.574
H -1.498 2.054 1.442
H -1.576 0.378 1.757
H -2.582 0.855 0.352
H 0.288 1.402 -1.918
H -1.316 -1.117 -0.768
H 1.864 -3.202 0.054
H 0.280 -1.721 1.435
```

No. 6
Below is a single C4H6N2S molecule at a distorted geometry, with properties calculated with ωB97M-V with the def2-TZVPD basis set.

## Properties
SMILES string   Cn1ccc(=S)[nH]1
E_LUMO   0.47 eV
Charge   0
Calculated total energy   -663.6531 a.u.
F_max   2.340 eV/Å
Energy above the lowest of the compared OMol25 structures with the same formula, charge and spin   198.1 kJ/mol
HOMO energy   -7.44 eV
Frontier orbital gap   7.906 eV

```
13
C4H6N2S, DFT ωB97M-V with the def2-TZVPD basis set
C -1.841 0.139 -0.243
N -0.446 0.172 -0.031
C 0.269 0.599 1.059
C 1.592 0.210 0.941
C 1.666 -0.537 -0.311
S 2.883 -1.306 -1.094
N 0.448 -0.370 -0.953
H -2.424 1.065 -0.285
H -1.890 -0.174 -1.343
H -2.351 -0.458 0.521
H -0.357 1.178 1.800
H 2.384 0.529 1.571
H 0.067 -1.047 -1.630
```

- Which of these has the highest F_max?
  C36H59N2O16PS

- F_max of number 6 (C4H6N2S)?
  2.340 eV/Å